[1]
The following is a quantum chemistry calculation of C25H33Cl2N5OReSb as an isolated structure, from the OMol25 dataset.

```
! RIJCOSX wB97M-V def2-TZVPD def2/J DEFGRID3
* xyz 3 2
N -1.58 0.01 -1.62
H 1.20 -5.29 -1.95
H -3.74 -3.09 -0.19
H 0.61 -3.24 -2.96
H -4.79 0.50 2.17
N 0.60 -4.07 -0.30
C -2.29 1.85 2.95
H 2.54 -4.62 -1.00
C -2.06 1.69 5.34
C -2.64 -0.68 -2.05
H 3.25 -1.53 1.92
H 1.56 -5.93 -0.35
H -0.62 -5.39 0.78
H -4.55 -3.19 1.39
H 0.72 -1.55 -2.43
H -1.87 -1.06 4.09
H -3.84 2.35 4.35
C 0.97 2.45 -0.16
H 0.86 0.90 3.80
C 0.97 -2.58 -2.17
C 0.32 -2.93 -0.86
C -3.00 -0.75 -3.39
O -0.57 -2.14 -0.34
H -3.88 -1.32 -3.68
C -4.50 0.02 1.24
C -2.25 -0.08 -4.32
C 2.64 -0.71 1.56
H 2.05 -2.69 -2.12
C -0.73 1.28 5.18
Sb -2.82 -1.23 1.57
H 0.77 -4.77 1.67
C 1.54 -5.03 -0.95
H -0.51 1.22 -4.56
C -0.97 1.44 2.80
H -2.48 1.79 6.33
Cl 0.92 -1.18 1.93
N 0.19 1.50 -2.08
C -1.14 0.65 -3.88
C 2.17 4.46 0.19
C 0.52 2.44 1.15
H 2.07 5.25 2.17
C 1.76 3.46 -0.68
H -0.62 -3.72 1.37
H -2.57 -2.68 3.79
H 0.56 3.49 3.02
C -0.85 0.66 -2.55
Re -0.63 -0.14 0.29
N -0.42 1.40 1.47
C 0.91 3.45 2.00
H -2.51 -0.11 -5.37
H -5.32 -0.61 0.88
C -2.83 1.98 4.22
N 0.33 1.41 -0.86
H -2.93 -3.89 1.17
C -3.59 -3.08 0.89
H -0.13 1.07 6.05
H 2.80 5.27 -0.18
C 1.75 4.45 1.51
H 2.85 0.21 2.08
C -0.18 1.18 3.92
H -3.22 -1.20 -1.30
H -4.27 0.78 0.49
C -2.70 -1.61 3.65
Cl 2.92 -0.49 -0.15
H 2.05 3.44 -1.72
C -0.01 -4.51 0.96
H -3.64 -1.29 4.10
H -2.85 2.14 2.08
*
```

Results
gap between HOMO and LUMO (spin up / spin down): 5.94 / 6.19 eV
<S²>: 1.004
E_LUMO (spin up / spin down): -0.4101 / -0.4004 Ha

Atomic partial charges in e from the Mulliken method, atoms 1 to 8: N 0.26; H 0.35; H 0.39; H 0.46; H 0.45; N 0.22; C 0.29; H 0.35

[2]
The following is a quantum chemistry calculation of C25H33CoN6O2SSi as an isolated structure, from the OMol25 dataset.

```
! RIJCOSX wB97M-V def2-TZVPD def2/J DEFGRID3
* xyz 2 5
H -4.07 4.65 -2.77
H -4.69 -0.39 1.43
H 2.60 3.77 3.02
C 3.06 3.52 3.98
H -1.04 -1.26 -2.79
H -3.40 -2.69 2.75
N -1.52 -0.82 1.85
C 2.77 0.73 1.84
C -2.00 3.06 -0.59
C -0.54 -1.21 -1.82
H -2.58 0.93 1.43
C 6.07 2.91 3.67
H 2.27 3.21 4.67
N 0.68 -2.21 -0.02
C -2.74 3.32 -1.75
C -3.53 -0.01 3.10
H -3.29 -0.57 4.01
C 1.25 -4.49 -1.47
C -2.38 -1.72 1.08
H -1.83 -2.61 0.79
H -5.24 -1.17 2.76
H 6.06 1.33 1.48
H -0.80 3.03 1.49
H 3.51 4.43 4.37
H 5.01 0.18 5.16
C 0.23 -2.34 -1.29
H 5.58 0.18 -0.65
H -2.66 -1.21 0.16
C 5.05 1.00 1.27
C 4.04 1.22 2.21
C -2.05 3.98 0.47
C -2.85 5.12 0.36
C -1.21 1.83 -0.48
O -0.42 1.70 0.54
H 0.12 -3.55 -3.05
H 1.76 -3.03 1.53
C 0.50 -3.48 -2.03
H 3.23 -0.52 -1.16
Si 4.37 2.19 3.85
C -3.64 -2.14 1.83
N -4.39 -0.91 2.26
H 6.20 3.45 2.73
O -1.38 3.81 1.63
H -2.87 5.81 1.19
H 6.24 3.62 4.48
C 4.28 0.99 5.26
C 1.41 -3.19 0.51
N -1.37 0.89 -1.42
H 4.50 1.53 6.18
H 1.48 -5.39 -2.04
H 3.29 0.55 5.36
C -3.52 4.45 -1.86
C 4.79 0.36 0.08
H -4.11 0.87 3.37
H -4.17 6.24 -0.87
S 1.41 0.72 2.87
C -3.57 5.35 -0.79
H -4.30 -2.75 1.22
C 1.72 -4.35 -0.17
C 3.48 -0.05 -0.22
H -1.66 1.01 2.91
H 6.84 2.14 3.74
H 2.31 -5.12 0.30
N 2.50 0.13 0.64
C -2.29 0.36 2.31
Co 0.41 -0.17 0.72
N -0.61 -0.18 -1.08
H -2.68 2.61 -2.57
H -1.12 -1.30 2.65
*
```

Results
gap between HOMO and LUMO (spin up / spin down): 7.05 / 4.44 eV
<S²>: 6.034
E_LUMO (spin up / spin down): -0.2047 / -0.3005 Ha

Atomic partial charges in e from the Mulliken method, atoms 1 to 8: H 0.43; H 0.40; H 0.36; C -1.06; H 0.46; H 0.39; N 0.25; C 0.43

| no. | F_max (eV Å⁻¹) |
| --- | --- |
| 1 | 0.91 |
| 2 | 0.56 |